Model one:
Below is a gas-phase ion, C3H8NO (charge +1), with properties calculated with wB97M-V/def2-TZVPD.

```
13
Properties=species:S:1:pos:R:3:mulliken_spin:R:1
C 0.19998 0.02789 0.56393 -0.0610
C 0.23818 0.44517 -0.85586 0.7652
C -1.09330 0.26191 1.36317 0.0491
N 0.14710 -0.95360 -0.41786 0.0237
O 1.79360 0.75505 -1.42509 1.1671
H 1.07574 0.10048 1.17580 0.0220
H -0.37319 0.90501 -1.63874 0.0132
H -1.82272 0.78199 0.75714 -0.0157
H -0.89675 1.07821 2.07746 -0.0018
H -1.24969 -0.65526 1.82184 0.0077
H 0.95614 -1.71382 -0.64654 0.0608
H -0.74773 -1.38532 -0.48541 0.0121
H 1.77265 0.35230 -2.28983 -0.0424
```

Calculated values
LUMO (alpha / beta) = -3.6 / -8.4 eV
charge = +1
2S+1 = 3
⟨S²⟩ = 2.006
Kohn-Sham gap (alpha / beta) = 0.2495 / 0.3041 Eh
HOMO level (alpha / beta) = -0.384 / -0.613 Eh



Model two:
Below is a gas-phase ion, C3H8NO (charge +1), with properties calculated with wB97M-V/def2-TZVPD.

```
13
Properties=species:S:1:pos:R:3:mulliken_spin:R:1
C 0.34901 0.20420 0.42804 0.0753
C 0.04370 -0.48038 -0.82438 0.7187
C -0.45879 1.34209 0.85182 0.0290
N -0.36495 -1.18050 0.32774 -0.0001
O 1.26106 -1.25631 -1.54712 1.1402
H 1.38502 0.13683 0.76652 0.0240
H -0.76167 -0.07477 -1.52384 0.0283
H -1.21071 1.61958 0.13630 -0.0150
H 0.15117 2.21497 0.75059 0.0013
H -0.77100 1.34066 1.88610 0.0161
H 0.17570 -1.96973 0.56133 0.0249
H -1.37642 -1.24909 0.43665 0.0129
H 1.57788 -0.64757 -2.24976 -0.0556
```

Calculated values
LUMO (alpha / beta) = -3.2 / -8.4 eV
charge = +1
2S+1 = 3
⟨S²⟩ = 2.006
Kohn-Sham gap (alpha / beta) = 0.2400 / 0.3184 Eh
HOMO level (alpha / beta) = -0.356 / -0.626 Eh



Stability check: which of them is most stable? model two.



Model one:
Below is a molecular structure, CH5N3O, with properties calculated with wB97M-V/def2-TZVPD.

```
10
Properties=species:S:1:pos:R:3:mulliken_charge:R:1
C 0.24298 0.51028 -0.11247 0.1118
H -2.30959 -1.10617 0.27867 0.2782
H -2.15421 0.53864 0.41762 0.2509
H -0.21299 1.58557 -0.25760 0.2631
H 1.86300 1.12947 0.56143 0.2865
H 1.29873 -1.51334 -0.56088 0.4005
N -1.99755 -0.27143 -0.17927 -0.5575
N -0.51760 -0.52977 0.01789 -0.3721
N 1.58858 0.46880 -0.17108 -0.1923
O 2.19865 -0.81205 0.00570 -0.4690
```

Calculated values
LUMO = 1.0 eV
Kohn-Sham gap = 0.3552 Eh
HOMO level = -0.320 Eh



Model two:
Below is a molecular structure, CH5N3O, with properties calculated with wB97M-V/def2-TZVPD.

```
10
Properties=species:S:1:pos:R:3:mulliken_charge:R:1
N 0.42227 -0.72355 -0.48461 -0.0858
N -0.49337 -0.68225 0.54018 -0.2636
N 1.63086 -0.28705 -0.09096 -0.3095
C -1.39886 0.34431 -0.05170 -0.1660
O -2.61661 0.21246 -0.10052 -0.5134
H -0.53162 0.21689 -1.13939 0.2653
H -0.13794 -0.56314 1.48559 0.2830
H 1.69224 0.53332 0.51053 0.2253
H 2.34741 -0.38371 -0.79573 0.2568
H -0.91438 1.33273 0.12661 0.3079
```

Calculated values
LUMO (alpha / beta) = -0.3 / -0.3 eV
Kohn-Sham gap (alpha / beta) = 0.3063 / 0.3061 Eh
HOMO level (alpha / beta) = -0.315 / -0.315 Eh



Stability check: which of them is most stable? model one.



Model one:
Below is a single CH5N3O molecule, with properties calculated with wB97M-V/def2-TZVPD.

```
10
Properties=species:S:1:pos:R:3:mulliken_charge:R:1
H -1.13346 -1.80664 0.01596 0.1708
N -1.48348 -0.85745 0.23635 -0.6979
C -0.43120 -0.06397 -0.02160 0.4986
N -0.51092 1.30043 0.03578 -0.5431
N 0.74252 -0.59089 -0.33805 -0.2182
O 1.94483 -0.04774 0.20843 -0.4278
H -1.49083 1.61820 -0.11310 0.2889
H 0.20690 1.69424 -0.68063 0.2837
H 0.78915 -1.66339 -0.39417 0.2613
H 1.36650 0.41723 1.05102 0.3835
```

Calculated values
LUMO = 0.6 eV
Kohn-Sham gap = 0.3437 Eh
SMILES string = [H]/N=C(/N)NO
HOMO level = -0.321 Eh



Model two:
Below is a single CH5N3O molecule, with properties calculated with wB97M-V/def2-TZVPD.

```
10
Properties=species:S:1:pos:R:3:mulliken_charge:R:1
N -0.24308 1.04445 -1.44834 -0.5277
N -0.29681 0.52033 -0.16035 -0.1295
C 0.35502 -0.68900 0.01565 0.5511
N 0.23103 -1.15437 1.30183 -0.3773
O 0.95644 -1.34263 -0.83639 -0.5812
H 0.26158 1.92844 -1.39517 0.2231
H -1.22663 1.18646 -1.72933 0.2459
H -0.46849 1.17421 0.67617 0.2349
H -0.25617 -0.66876 2.02158 0.1592
H 0.68709 -1.99913 1.55436 0.2013
```

Calculated values
LUMO = 0.7 eV
Kohn-Sham gap = 0.3837 Eh
SMILES string = NNC(N)=O
HOMO level = -0.357 Eh



Model three:
Below is 2 unconnected molecules or ions with the total composition CH5N3O, with properties calculated with wB97M-V/def2-TZVPD.

```
10
Properties=species:S:1:pos:R:3:mulliken_charge:R:1
H -3.25417 0.05119 0.45177 0.2304
N -2.95380 0.12562 -0.55809 -0.3801
N -1.76142 0.21767 -0.64076 -0.0906
H -1.28654 0.05366 0.25172 0.2471
N 0.86525 -0.26862 0.06946 -0.3834
C 2.13329 0.20032 0.15910 0.0726
O 2.65766 1.11460 -0.43724 -0.5203
H 0.20573 0.02817 -0.70702 0.3363
H 0.74172 -1.21195 0.42471 0.2207
H 2.65228 -0.31066 0.98635 0.2672
```

Calculated values
LUMO = 0.5 eV
Kohn-Sham gap = 0.3813 Eh
SMILES string = [H]/N=N\[H].NC=O
HOMO level = -0.364 Eh



Stability check: which of them is most stable? model two.



Model one:
Below is a single C20H25N3O4S molecule, with properties calculated with wB97M-V/def2-TZVPD.

```
53
Properties=species:S:1:pos:R:3:mulliken_charge:R:1
C -5.01354 -2.48351 -2.34052 -1.5139
C -5.30676 -2.03370 -0.94186 0.3732
C -5.74493 -2.93035 0.02122 -0.6870
C -6.02395 -2.49541 1.30631 -0.4499
C -5.87438 -1.16573 1.64177 -0.8080
C -5.44101 -0.25597 0.67963 0.6992
O -5.31032 1.04437 1.10560 -0.5634
C -5.04442 2.03491 0.14139 -0.6348
C -3.61242 2.00994 -0.41766 0.5678
O -3.35403 2.48187 -1.50447 -0.6669
N -2.73927 1.44755 0.44537 -0.0758
C -1.35723 1.26202 0.31547 0.8218
C -0.67813 0.63097 1.35181 -1.0386
C 0.68661 0.43345 1.28759 -0.3961
C 1.42324 0.86941 0.18356 0.2287
N 2.80911 0.76533 0.11582 0.2002
C 3.42406 0.22511 -1.08033 -0.4953
C 4.82637 0.81071 -1.23955 -1.0763
N 5.63206 0.53762 -0.06725 0.1505
S 6.30227 -1.00261 0.00935 1.1021
C 8.03613 -0.57315 0.28942 -1.0141
O 5.82858 -1.71821 1.16030 -0.6018
O 6.19521 -1.62874 -1.27494 -0.6476
C 4.99084 0.97723 1.15312 -1.4377
C 3.56884 0.42126 1.29793 -0.6786
C 0.72586 1.49885 -0.85309 -0.5523
C -0.63773 1.68970 -0.79627 -0.5426
C -5.15465 -0.69307 -0.60496 -0.0560
H -5.87732 -2.29676 -2.97937 0.3138
H -4.79558 -3.54815 -2.36888 0.3910
H -4.16851 -1.93683 -2.75302 0.3578
H -5.86570 -3.97287 -0.23300 0.3830
H -6.36190 -3.19904 2.05240 0.3784
H -6.08819 -0.80723 2.63623 0.4433
H -5.75144 1.99183 -0.69509 0.4253
H -5.18421 2.98956 0.65983 0.3466
H -3.13934 1.09755 1.30851 0.1325
H -1.22620 0.28122 2.21602 0.3255
H 1.17242 -0.08085 2.10136 0.4225
H 2.81670 0.45624 -1.95359 0.4758
H 3.52441 -0.87044 -1.00125 0.2130
H 5.32944 0.35818 -2.09287 0.4747
H 4.77569 1.89593 -1.36743 0.3845
H 8.36614 0.00916 -0.55938 0.3231
H 8.60280 -1.49177 0.37137 0.4031
H 8.09783 -0.00268 1.20575 0.3133
H 5.60143 0.63951 1.98997 0.4211
H 4.96251 2.07111 1.13734 0.5208
H 3.10594 0.88078 2.17217 0.6011
H 3.63663 -0.66712 1.44550 0.3803
H 1.26350 1.86697 -1.71319 0.4101
H -1.15144 2.18246 -1.60450 0.5098
H -4.80201 -0.00658 -1.35967 0.4431
```

Calculated values
LUMO = 0.6 eV
Kohn-Sham gap = 0.3014 Eh
SMILES string = Cc1cccc(OCC(=O)Nc2ccc(N3CCN(S(C)(=O)=O)CC3)cc2)c1
HOMO level = -0.278 Eh



Model two:
Below is a single C20H25N3O4S molecule, with properties calculated with wB97M-V/def2-TZVPD.

```
53
Properties=species:S:1:pos:R:3:mulliken_charge:R:1
C 2.03476 -0.72216 5.63170 -1.0609
C 2.13359 -1.63774 4.41483 -0.7771
N 1.06181 -1.39754 3.47931 0.1099
C -0.08044 -2.19571 3.41542 0.1116
O -0.24915 -3.19119 4.07979 -0.6751
C -0.95579 -1.56853 2.39179 -0.5380
C -2.19795 -1.83276 1.87021 -0.6398
C -2.70225 -0.94712 0.89921 -0.3862
C -2.00639 0.15192 0.44291 -1.0247
C -0.72284 0.44030 0.95623 0.3470
C 0.16062 1.50434 0.65898 -0.1412
S -0.16290 2.64525 -0.68367 1.2623
O 0.63582 3.81874 -0.49254 -0.7148
O -1.57541 2.78547 -0.88464 -0.7397
N 0.42674 1.84897 -2.01085 -0.1539
C 1.85695 1.66447 -2.08656 -0.2294
C 2.22946 0.95416 -3.38581 -0.9887
C 1.80357 -0.51633 -3.37712 -0.9772
N 0.36732 -0.68617 -3.20452 0.5915
C 0.01434 -2.00559 -2.70431 -0.9215
C -1.49172 -2.05283 -2.44273 -0.2368
O -2.22910 -1.76914 -3.60595 -0.4692
C -1.87988 -0.50286 -4.11617 -0.5891
C -0.38468 -0.42212 -4.42385 -0.7120
C 1.36208 1.62201 1.31123 -0.7152
C 1.80430 0.72044 2.30106 -0.9286
C 0.97795 -0.33278 2.60628 0.0699
C -0.25732 -0.44470 1.92965 1.7725
H 2.85557 -0.92391 6.31420 0.3736
H 1.09704 -0.89684 6.15330 0.3072
H 2.07579 0.32242 5.33146 0.3116
H 2.04881 -2.68230 4.72607 0.3817
H 3.08886 -1.49283 3.90139 0.3622
H -2.78083 -2.68041 2.19530 0.5201
H -3.68543 -1.14156 0.49609 0.4222
H -2.44039 0.82354 -0.28198 0.6255
H -0.06231 0.98325 -2.22379 0.1967
H 2.30292 2.66054 -2.04409 0.4416
H 2.23323 1.08048 -1.23061 0.2031
H 1.76832 1.48286 -4.21895 0.3444
H 3.31195 0.99349 -3.51585 0.4166
H 2.29527 -1.01165 -2.53472 0.4351
H 2.15428 -1.00361 -4.30305 0.3292
H 0.54654 -2.18839 -1.76749 0.4604
H 0.28342 -2.79574 -3.42647 0.2597
H -1.79394 -3.05113 -2.12160 0.4411
H -1.73837 -1.32551 -1.65431 0.0817
H -2.46775 -0.36824 -5.02528 0.3703
H -2.14265 0.28248 -3.39086 0.2468
H -0.14744 0.57862 -4.78443 0.3306
H -0.13356 -1.15630 -5.20934 0.4191
H 1.97979 2.46915 1.05398 0.6021
H 2.75747 0.87508 2.78106 0.4716
```

Calculated values
LUMO = -0.7 eV
Kohn-Sham gap = 0.2866 Eh
SMILES string = CCN1C(=O)c2cccc3c(S(=O)(=O)NCCCN4CCOCC4)ccc1c23
HOMO level = -0.313 Eh



Stability check: which of them is most stable? model two.



Model one:
Below is a single C3H4FNO molecule, with properties calculated with wB97M-V/def2-TZVPD.

```
10
Properties=species:S:1:pos:R:3:mulliken_charge:R:1
C -1.45153 -0.10729 -0.06014 0.2115
C 0.54576 -1.22955 -0.10889 -0.4135
C 0.44143 1.12409 -0.00999 -0.0869
N -0.96248 1.03207 0.01557 -0.3373
O 1.13668 -0.05349 -0.45637 -0.2910
F -2.63687 -0.55515 0.11031 -0.1662
H 0.48752 -1.32113 0.94589 0.2875
H 0.79646 -2.07334 -0.61728 0.3089
H 0.88168 1.83406 -0.88530 0.2316
H 0.76134 1.34973 1.06622 0.2554
```

Calculated values
LUMO = 0.5 eV
Kohn-Sham gap = 0.3418 Eh
HOMO level = -0.322 Eh



Model two:
Below is a molecular structure, C3H4FNO, with properties calculated with wB97M-V/def2-TZVPD.

```
10
Properties=species:S:1:pos:R:3:mulliken_charge:R:1
C 0.61656 -0.15708 -0.30852 -0.1716
C -0.91623 0.21096 -0.08281 0.5619
C -2.10195 -0.43476 0.09285 -0.7889
H 3.24051 1.02054 0.57893 0.4461
H 0.89188 -1.15029 -0.15759 0.3666
H -2.12196 -1.50157 -0.14203 0.2195
H -3.10212 -0.06269 0.20737 0.2969
N 1.56993 0.59629 -0.03685 -0.2689
O 2.82567 -0.03305 -0.03214 -0.4263
F -0.90230 1.51164 -0.11921 -0.2352
```

Calculated values
LUMO = 0.3 eV
Kohn-Sham gap = 0.3627 Eh
HOMO level = -0.350 Eh



Model three:
Below is a molecular structure, C3H4FNO, with properties calculated with wB97M-V/def2-TZVPD.

```
10
Properties=species:S:1:pos:R:3:mulliken_charge:R:1
C -0.03033 -0.30379 0.61615 0.0970
C -1.41568 -0.20096 -0.47345 -0.1689
C 1.17284 0.36264 0.16699 0.1262
H 0.70100 -1.80234 -0.01055 0.3939
H -0.50871 0.18254 1.61188 0.2866
H -1.74907 -1.21086 -1.29867 0.2665
H -2.51328 -0.10256 0.17154 0.2252
N 2.27194 0.94567 0.26773 -0.4011
O -0.01409 -1.70921 0.80081 -0.4747
F -1.12020 1.20442 -1.17921 -0.3508
```

Calculated values
LUMO = -0.1 eV
Kohn-Sham gap = 0.3978 Eh
HOMO level = -0.401 Eh



Model four:
Below is a single C3H4FNO molecule, with properties calculated with wB97M-V/def2-TZVPD.

```
10
Properties=species:S:1:pos:R:3:mulliken_charge:R:1
O -1.68633 -1.67591 0.03920 -0.6059
C -0.84364 -0.81167 -0.14760 0.4492
C 0.69440 -0.72853 -0.08352 -0.4568
C 0.57248 0.84068 0.05625 -0.4388
N -0.90969 0.52204 -0.10359 0.2486
F -1.97393 1.43991 -0.01624 -0.2312
H 1.10191 -1.25101 0.76210 0.2341
H 1.25767 -1.02470 -0.87069 0.2654
H 0.89420 1.22713 1.01026 0.2245
H 0.89294 1.46205 -0.64617 0.3109
```

Calculated values
LUMO = 0.8 eV
Kohn-Sham gap = 0.4019 Eh
SMILES string = O=C1CCN1F
HOMO level = -0.371 Eh



Stability check: which of them is most stable? model four.



Model one:
Below is a single C6H9N3O2S2 molecule, with properties calculated with wB97M-V/def2-TZVPD.

```
22
Properties=species:S:1:pos:R:3:mulliken_charge:R:1
C 3.76010 -0.91528 -0.59584 -1.1656
C 2.31576 -0.78735 -0.81316 -0.1836
O 1.74736 0.55884 -0.61518 -0.2928
C 1.40469 0.81848 0.63196 0.6403
O 1.83056 0.24183 1.61126 -0.5869
C 0.50999 2.04011 0.80260 -0.5711
S -0.72045 2.33045 -0.47237 -0.1232
C -1.82661 0.98924 -0.17857 0.3606
N -1.48680 -0.17103 0.24205 0.1679
N -2.50453 -1.05958 0.42397 -0.8754
C -3.64839 -0.58683 0.05955 0.5443
N -4.88634 -1.16492 0.12309 -0.4271
S -3.54477 1.16586 -0.36534 -0.2163
H 4.33368 -0.08678 -1.04920 0.2898
H 4.12371 -1.91135 -0.93977 0.3495
H 4.05270 -0.89122 0.43051 0.3211
H 2.07911 -1.06620 -1.84630 0.3672
H 1.79378 -1.51929 -0.12758 0.2738
H 1.25840 2.88949 0.77109 0.3386
H 0.10217 2.03326 1.82980 0.3199
H -4.89618 -2.17568 0.29684 0.2562
H -5.79792 -0.73206 -0.21941 0.2129
```

Calculated values
LUMO = 0.4 eV
Kohn-Sham gap = 0.3279 Eh
SMILES string = CCOC(=O)CSc1nnc(N)s1
HOMO level = -0.315 Eh



Model two:
Below is a single C6H9N3O2S2 molecule, with properties calculated with wB97M-V/def2-TZVPD.

```
22
Properties=species:S:1:pos:R:3:mulliken_charge:R:1
C -1.71757 0.92299 -2.41018 -1.0853
C -0.82932 -0.30533 -2.36819 -0.2709
O 0.36347 0.04506 -1.64428 -0.1817
C 1.25167 -0.93887 -1.50643 0.5709
O 1.14199 -2.03383 -1.98439 -0.5835
C 2.46724 -0.55564 -0.67433 -0.5857
S 2.38901 0.96714 0.29505 -0.1447
C 1.15377 0.46565 1.42937 0.4591
N 0.54155 -0.66186 1.40117 0.0661
N -0.39389 -0.79078 2.40025 -0.8440
C -0.46955 0.25666 3.16220 0.4982
N -1.27479 0.33622 4.27040 -0.4757
S 0.64889 1.52038 2.73630 -0.2116
H -1.96755 1.21295 -1.35719 0.2515
H -2.64177 0.69942 -2.95535 0.3740
H -1.18846 1.74812 -2.90570 0.2872
H -0.54082 -0.67690 -3.36995 0.3103
H -1.30886 -1.16517 -1.85114 0.3125
H 2.67810 -1.43861 -0.04342 0.3266
H 3.31448 -0.41068 -1.38108 0.4042
H -1.94854 -0.42106 4.30327 0.2744
H -1.66904 1.22414 4.45360 0.2481
```

Calculated values
LUMO = 0.4 eV
Kohn-Sham gap = 0.3289 Eh
SMILES string = CCOC(=O)CSc1nnc(N)s1
HOMO level = -0.314 Eh



Stability check: which of them is most stable? model two.